The following is a DFT calculation (ωB97M-V/def2-TZVPD) of a 2-piece molecular cluster, C10H10N2O2 overall in a non-equilibrium geometry.

highest occupied orbital energy = -9.561 eV
strongest force on any atom = 7.7 eV/Å
HOMO-LUMO gap = 9.1 eV
relative energy (zero: lowest compared OMol25 entry of this formula, charge and spin) = 86.94 kcal/mol
SMILES = O=c1cc[nH]c(=O)[nH]1.c1ccccc1
total energy = -17604.7718 eV

Geometry as ORCA input:
```
! wB97M-V def2-TZVPD RIJCOSX def2/J DEFGRID3
* xyz 0 1
O -5.348 1.104 2.972
C -4.229 0.699 2.605
C -3.518 0.559 1.407
C -2.225 0.027 1.376
N -1.793 -0.617 2.625
C -2.289 -0.441 3.829
O -1.587 -0.508 4.875
N -3.500 0.079 3.784
H -3.832 1.272 0.477
H -1.567 0.103 0.452
H -0.852 -1.196 2.704
H -3.961 0.200 4.730
C 3.334 0.419 -1.414
C 2.042 0.643 -1.932
C 1.623 0.322 -3.164
C 2.456 -0.619 -3.964
C 3.690 -0.970 -3.451
C 4.159 -0.294 -2.186
H 3.486 0.845 -0.326
H 1.407 1.187 -1.047
H 0.743 0.740 -3.725
H 2.162 -1.235 -4.885
H 4.385 -1.803 -3.787
H 5.212 -0.515 -1.954
*
```

The following is a DFT calculation (ωB97M-V/def2-TZVPD) of C34H21F4MoN8O6 as an isolated structure in a non-equilibrium geometry.

highest occupied orbital energy (alpha / beta) = -5.048 / -5.462 eV
strongest force on any atom = 4.4 eV/Å
HOMO-LUMO gap (alpha / beta) = 6.9 / 4.9 eV
relative energy (zero: lowest compared OMol25 entry of this formula, charge and spin) = 0.00 kcal/mol
total energy = -72526.0761 eV

Geometry as ORCA input:
```
! wB97M-V def2-TZVPD RIJCOSX def2/J DEFGRID3
* xyz -1 3
Mo -0.806 0.565 -1.158
N -1.094 2.498 2.589
C -1.273 1.868 1.406
O -0.327 1.250 0.885
C -2.681 1.896 0.930
C -2.814 1.399 -0.462
H -0.182 2.627 2.966
H -1.874 3.014 2.988
H -3.037 2.943 0.951
H -3.234 1.288 1.669
H -3.168 2.175 -1.166
H -3.509 0.542 -0.603
O 1.316 0.788 -1.834
N 2.159 -0.145 -1.604
N 1.605 -1.152 -0.960
O 0.319 -1.218 -0.721
C 2.544 -2.170 -0.709
C 2.113 -3.418 -0.267
C 3.053 -4.463 -0.226
C 4.279 -4.280 -0.863
C 4.688 -3.016 -1.267
C 3.888 -1.894 -1.001
H 1.053 -3.625 -0.041
H 2.755 -5.372 0.286
H 4.947 -5.130 -0.990
H 5.567 -2.834 -1.838
H 4.238 -0.906 -1.214
F -2.219 -4.334 4.943
C -1.418 -3.220 4.753
C -0.900 -2.694 5.936
F -1.283 -3.259 7.096
C 0.011 -1.631 6.011
C 0.368 -1.093 4.739
C -0.036 -1.715 3.570
F 0.713 -1.459 2.466
C -1.068 -2.694 3.495
C -1.628 -3.122 2.239
C -1.890 -2.139 1.283
N -2.128 -1.220 0.574
C -1.901 -4.464 1.925
N -2.059 -5.586 1.744
F 1.270 -0.119 4.653
C 0.598 -1.119 7.201
C 0.705 -1.815 8.423
N 0.858 -2.292 9.473
C 1.225 0.120 7.215
N 1.779 1.152 7.255
O 0.265 5.452 -4.616
C 0.679 5.525 -3.329
C 1.188 6.701 -2.762
C 1.575 6.783 -1.414
C 1.451 5.631 -0.605
C 0.990 4.457 -1.164
C 0.584 4.371 -2.495
C 0.161 2.952 -3.019
O 0.431 2.580 -4.137
O -0.519 2.322 -2.029
H 0.218 6.333 -5.034
H 1.225 7.593 -3.407
H 1.915 7.719 -0.990
H 1.669 5.687 0.460
H 0.969 3.547 -0.559
N -1.670 -0.309 -2.417
C -1.877 -0.901 -3.578
C -1.588 -0.181 -4.773
C -1.735 -0.803 -6.009
C -2.167 -2.140 -6.057
C -2.457 -2.845 -4.893
C -2.446 -2.209 -3.655
H -1.230 0.824 -4.670
H -1.476 -0.286 -6.907
H -2.246 -2.666 -7.001
H -2.733 -3.924 -4.926
H -2.699 -2.740 -2.753
*
```

The following is a DFT calculation (ωB97M-V/def2-TZVPD) of a 6-piece molecular cluster, C39H67ClI2NO13S overall in a non-equilibrium geometry.

highest occupied orbital energy = -10.561 eV
strongest force on any atom = 3.4 eV/Å
HOMO-LUMO gap = 6.2 eV
total energy = -109186.6008 eV

Geometry as ORCA input:
```
! wB97M-V def2-TZVPD RIJCOSX def2/J DEFGRID3
* xyz 1 1
C -1.783 -1.002 1.652
C -0.366 -0.748 1.009
S -0.384 -1.216 -0.766
C -0.864 0.209 -1.834
C -2.142 0.986 -1.398
C -2.096 2.423 -1.106
C -0.837 3.320 -1.194
O -0.116 3.187 -2.148
O -0.493 4.322 -0.285
C -0.068 3.826 0.972
I -1.254 2.625 2.297
C 1.185 4.183 1.374
C 1.828 3.724 2.733
I 2.407 5.459 0.104
C -3.366 3.109 -0.730
C -3.478 4.634 -0.430
C -4.772 5.313 -1.062
O -4.831 6.632 -0.454
C -4.579 2.287 -0.643
N -4.617 0.942 -0.921
C -5.835 0.092 -0.850
C -7.120 0.797 -0.276
C -7.183 0.709 1.304
C -8.705 0.763 1.767
C -6.446 1.896 2.048
C -3.439 0.302 -1.308
Cl -3.540 -1.434 -1.719
H -1.745 -1.221 2.759
H -2.184 -1.952 1.189
H -2.506 -0.186 1.391
H 0.044 0.279 1.163
H 0.352 -1.450 1.526
H -1.097 -0.232 -2.850
H 0.042 0.846 -1.977
H 1.095 4.022 3.537
H 2.753 4.334 2.930
H 2.061 2.631 2.745
H -2.613 5.228 -0.838
H -3.550 4.817 0.678
H -4.651 5.493 -2.161
H -5.726 4.803 -0.778
H -5.715 6.783 -0.085
H -5.504 2.832 -0.350
H -5.592 -0.752 -0.141
H -6.056 -0.408 -1.831
H -8.001 0.207 -0.664
H -7.276 1.844 -0.658
H -6.700 -0.249 1.624
H -9.120 -0.278 1.743
H -8.762 1.138 2.822
H -9.289 1.424 1.079
H -6.612 1.722 3.153
H -6.922 2.893 1.833
H -5.331 1.896 1.913
O 2.031 0.814 -2.780
C 2.061 1.199 -3.926
O 2.423 0.353 -4.902
C 2.288 0.636 -6.302
C 3.495 1.383 -6.829
C 1.787 2.639 -4.265
H 1.350 1.157 -6.508
H 2.218 -0.332 -6.801
H 3.606 2.356 -6.347
H 3.410 1.540 -7.906
H 4.408 0.822 -6.626
H 2.711 3.212 -4.174
H 1.055 3.025 -3.551
H 1.359 2.781 -5.255
O 1.154 -3.813 -0.327
C 1.913 -4.210 -1.186
O 2.381 -5.461 -1.141
C 3.103 -6.088 -2.214
C 4.584 -5.783 -2.129
C 2.412 -3.280 -2.259
H 2.673 -5.823 -3.182
H 2.948 -7.161 -2.094
H 4.781 -4.715 -2.234
H 5.130 -6.314 -2.912
H 4.978 -6.082 -1.165
H 3.290 -2.748 -1.892
H 1.627 -2.558 -2.483
H 2.646 -3.779 -3.196
O -0.569 -7.031 -2.845
C -1.062 -6.880 -1.756
O -1.384 -7.954 -1.012
C -1.769 -7.885 0.366
C -3.257 -7.639 0.506
C -1.414 -5.506 -1.251
H -1.170 -7.148 0.905
H -1.523 -8.856 0.797
H -3.547 -6.678 0.076
H -3.551 -7.649 1.557
H -3.822 -8.407 -0.025
H -2.409 -5.236 -1.609
H -0.688 -4.799 -1.644
H -1.371 -5.415 -0.167
O 6.814 -5.501 -0.555
C 7.254 -5.449 0.566
O 6.478 -5.003 1.569
C 6.824 -5.101 2.956
C 7.663 -3.920 3.397
C 8.694 -5.789 0.850
H 7.302 -6.059 3.174
H 5.880 -5.097 3.504
H 8.614 -3.882 2.864
H 7.868 -3.973 4.467
H 7.142 -2.984 3.185
H 9.309 -4.902 0.694
H 9.007 -6.566 0.154
H 8.862 -6.185 1.849
O 1.879 5.431 5.948
C 1.926 6.522 5.440
O 0.820 7.284 5.387
C 0.816 8.665 5.003
C 0.703 8.815 3.499
C 3.184 7.012 4.773
H 1.682 9.189 5.412
H -0.062 9.108 5.475
H 1.560 8.374 2.986
H 0.638 9.868 3.221
H -0.187 8.299 3.132
H 3.202 6.659 3.741
H 4.041 6.601 5.306
H 3.301 8.094 4.797
*
```

The following is a DFT calculation (ωB97M-V/def2-TZVPD) of a 2-piece molecular cluster, C4H8OS overall in a non-equilibrium geometry.

highest occupied orbital energy = -9.019 eV
strongest force on any atom = 3.9 eV/Å
HOMO-LUMO gap = 9.8 eV
relative energy (zero: lowest compared OMol25 entry of this formula, charge and spin) = 107.49 kcal/mol
total energy = -17155.7889 eV

Geometry as ORCA input:
```
! wB97M-V def2-TZVPD RIJCOSX def2/J DEFGRID3
* xyz 0 1
C 1.960 0.893 -1.967
C 0.654 1.618 -1.983
C 2.489 0.420 -0.639
C -3.273 -1.089 1.865
O 1.721 2.251 -2.150
S -2.009 -0.747 0.634
H 2.225 0.504 -2.975
H -0.903 -1.277 1.452
H 2.188 0.934 0.279
H 3.542 0.701 -0.728
H 2.279 -0.650 -0.374
H -3.404 -2.152 2.049
H -4.269 -0.753 1.607
H -3.202 -0.654 2.930
*
```

The following is a DFT calculation (ωB97M-V/def2-TZVPD) of one molecule with the formula C8H16N2O2S2 in a non-equilibrium geometry.

highest occupied orbital energy = -8.983 eV
strongest force on any atom = 3.7 eV/Å
HOMO-LUMO gap = 9.5 eV
relative energy (zero: lowest compared OMol25 entry of this formula, charge and spin) = 78.46 kcal/mol
SMILES = [H]/N=C(/CCSSCC/C(=N\[H])OC)OC
total energy = -37299.0365 eV

Geometry as ORCA input:
```
! wB97M-V def2-TZVPD RIJCOSX def2/J DEFGRID3
* xyz 0 1
H 3.039 -3.727 2.775
N 2.279 -3.415 2.180
C 2.593 -3.421 0.918
C 1.487 -3.009 -0.136
C 1.064 -1.511 0.169
S 0.233 -0.884 -1.296
S 0.503 1.230 -1.322
C -0.846 1.921 -0.346
C -1.335 3.244 -0.897
C -2.693 3.596 -0.319
N -3.273 4.658 -0.618
H -2.915 5.277 -1.255
O -3.100 2.830 0.682
C -4.448 2.811 1.155
O 3.776 -4.110 0.555
C 4.293 -3.833 -0.788
H 1.855 -3.058 -1.157
H 0.613 -3.648 -0.137
H 0.416 -1.419 1.032
H 1.950 -0.906 0.373
H -1.624 1.174 -0.350
H -0.671 1.978 0.699
H -0.672 4.020 -0.701
H -1.402 2.978 -1.922
H -5.289 2.792 0.517
H -4.531 1.956 1.870
H -4.644 3.740 1.761
H 4.229 -2.737 -1.093
H 5.331 -4.192 -0.811
H 3.782 -4.335 -1.542
*
```

The following is a DFT calculation (ωB97M-V/def2-TZVPD) of one molecule with the formula C3H3N3O2 in a non-equilibrium geometry.

highest occupied orbital energy = -9.649 eV
strongest force on any atom = 2.5 eV/Å
HOMO-LUMO gap = 9.7 eV
relative energy (zero: lowest compared OMol25 entry of this formula, charge and spin) = 69.59 kcal/mol
SMILES = O=Cn1[nH]ncc1=O
total energy = -11722.9394 eV

Geometry as ORCA input:
```
! wB97M-V def2-TZVPD RIJCOSX def2/J DEFGRID3
* xyz 0 1
O -2.622 0.217 -0.029
C -1.725 -0.594 -0.095
N -0.403 -0.172 0.178
N 0.604 -1.074 -0.028
N 1.774 -0.474 -0.001
C 1.576 0.806 -0.132
C 0.133 1.121 0.038
O -0.458 2.175 0.058
H -1.808 -1.653 -0.374
H 0.533 -1.859 0.616
H 2.396 1.506 -0.230
*
```